{
  "formula": "C50H58F4N11O17S4",
  "method": "ωB97M-V with the def2-TZVPD basis set",
  "symbols": ["C", "N", "C", "C", "C", "C", "C", "C", "C", "C", "N", "C", "C", "C", "H", "H", "H", "H", "H", "H", "H", "H", "H", "H", "H", "H", "H", "H", "C", "N", "C", "C", "C", "C", "C", "C", "C", "C", "N", "C", "C", "C", "H", "H", "H", "H", "H", "H", "H", "H", "H", "H", "H", "H", "H", "H", "C", "N", "C", "C", "C", "C", "C", "C", "C", "C", "N", "C", "C", "C", "H", "H", "H", "H", "H", "H", "H", "H", "H", "H", "H", "H", "H", "H", "C", "N", "C", "C", "C", "C", "C", "C", "C", "C", "N", "C", "C", "C", "H", "H", "H", "H", "H", "H", "H", "H", "H", "H", "H", "H", "H", "H", "O", "C", "O", "O", "H", "O", "C", "O", "O", "H", "N", "O", "O", "O", "N", "S", "O", "O", "F", "S", "O", "O", "F", "N", "S", "O", "O", "F", "S", "O", "O", "F"],
  "xyz": [[-7.42770, 0.00877, 25.42608], [-7.50711, -0.75113, 26.71855], [-7.28473, -0.07552, 27.86294], [-7.04392, -0.69638, 29.09780], [-7.22992, -2.04586, 29.14603], [-7.60827, -2.73977, 28.02240], [-7.70061, -2.08330, 26.79677], [-7.14967, -2.80820, 30.46173], [-6.78188, -4.17854, 30.46242], [-6.97196, -4.94070, 31.56170], [-7.33728, -4.36225, 32.72018], [-7.54905, -3.05793, 32.78095], [-7.52569, -2.28476, 31.68218], [-7.36164, -5.20745, 33.87100], [-7.71594, -0.67689, 24.64983], [-6.38123, 0.25755, 25.36409], [-8.12918, 0.83756, 25.53916], [-7.27932, 0.94375, 27.71787], [-6.84887, -0.12386, 29.99580], [-7.80778, -3.77736, 27.96024], [-8.03540, -2.52079, 25.85584], [-6.49041, -4.65870, 29.54492], [-6.80940, -6.00115, 31.54444], [-7.75114, -2.67589, 33.78773], [-7.79648, -1.26521, 31.89360], [-6.81177, -6.14654, 33.72223], [-8.42880, -5.47369, 33.97603], [-6.97298, -4.72046, 34.75108], [1.19978, -1.59635, 25.86083], [0.01253, -2.40077, 25.53431], [-0.60026, -2.24020, 24.34971], [-1.72298, -2.94298, 24.04365], [-2.15960, -3.95167, 24.88091], [-1.58262, -4.05707, 26.12723], [-0.52218, -3.22321, 26.47445], [-3.26050, -4.80591, 24.30309], [-3.13575, -5.19626, 22.98642], [-4.20130, -5.87548, 22.39962], [-5.34083, -6.00617, 23.10308], [-5.51157, -5.67460, 24.39828], [-4.40472, -5.09600, 25.03231], [-6.49063, -6.55334, 22.24968], [2.01216, -2.28270, 25.95492], [1.10366, -1.04706, 26.80628], [1.42728, -0.87756, 25.07189], [-0.24637, -1.46089, 23.62148], [-2.24821, -2.77986, 23.14541], [-1.89581, -4.79266, 26.91016], [0.00644, -3.23107, 27.39109], [-2.33692, -4.84282, 22.36738], [-4.26916, -6.16589, 21.34907], [-6.51837, -5.79393, 24.80548], [-4.43812, -4.69290, 26.04785], [-6.56895, -5.76985, 21.53441], [-7.33703, -6.90713, 22.83196], [-6.04003, -7.43616, 21.74029], [-16.42052, 1.06189, 27.31567], [-15.75945, -0.07227, 26.69827], [-16.18250, -1.28469, 27.20938], [-15.50443, -2.45638, 26.89930], [-14.42935, -2.34066, 26.03730], [-14.19353, -1.10441, 25.37548], [-14.76745, 0.05254, 25.78947], [-13.57942, -3.45841, 25.60480], [-12.62246, -4.07651, 26.47138], [-11.76982, -5.06331, 26.00321], [-11.99399, -5.56971, 24.75902], [-12.86982, -4.93811, 23.91005], [-13.67280, -3.85217, 24.28507], [-11.28251, -6.73647, 24.24729], [-17.51502, 1.03505, 27.14440], [-16.03281, 1.97661, 26.84632], [-16.20475, 1.16641, 28.37615], [-16.98308, -1.17411, 27.97178], [-15.76956, -3.42845, 27.32938], [-13.51174, -1.04553, 24.51536], [-14.52539, 0.98745, 25.30778], [-12.49243, -3.68068, 27.49651], [-11.00860, -5.55594, 26.61055], [-12.86533, -5.30968, 22.89701], [-14.35314, -3.48741, 23.56478], [-10.99047, -6.60072, 23.22414], [-11.85797, -7.63459, 24.41308], [-10.36772, -6.79561, 24.88300], [-10.78056, -9.94462, 17.15298], [-10.84719, -8.47425, 17.37217], [-11.14336, -7.96378, 18.60862], [-10.95521, -6.67008, 18.90768], [-10.51388, -5.77226, 17.88552], [-10.15329, -6.33277, 16.67006], [-10.35988, -7.64437, 16.46455], [-10.50026, -4.24893, 18.05797], [-11.63296, -3.73521, 18.60284], [-11.70079, -2.40439, 18.95603], [-10.59438, -1.64450, 18.69697], [-9.54251, -2.11267, 18.00976], [-9.42824, -3.43967, 17.72254], [-10.67619, -0.26189, 19.11865], [-9.76704, -10.31933, 17.25507], [-11.20328, -10.19434, 16.16793], [-11.42733, -10.43095, 17.92182], [-11.59369, -8.64735, 19.28432], [-11.17981, -6.32259, 19.88406], [-9.72077, -5.75627, 15.91147], [-10.00592, -8.08496, 15.57039], [-12.53524, -4.32312, 18.71394], [-12.63400, -1.93025, 19.29696], [-8.74155, -1.39493, 17.78952], [-8.50846, -3.84655, 17.28129], [-9.73427, 0.10042, 19.54291], [-11.40735, -0.19253, 19.94449], [-11.09090, 0.35398, 18.30808], [-13.37911, -0.55449, 20.82250], [-13.69038, -1.55048, 21.79086], [-13.08322, -2.60805, 21.56733], [-14.39370, -1.20946, 22.80731], [-13.77602, 0.23140, 21.17266], [-3.20953, -1.28534, 25.83981], [-4.34973, -1.55709, 26.67459], [-4.60690, -0.67671, 27.49377], [-4.88939, -2.64891, 26.39900], [-2.94860, -0.38890, 25.96427], [-8.29271, -6.04045, 27.29797], [-8.17528, -6.82080, 26.29671], [-7.26220, -5.73875, 28.00026], [-9.39686, -5.43474, 27.55013], [-8.09551, -2.62953, 22.84007], [-9.38664, -3.34941, 23.20239], [-10.22244, -2.48633, 24.09323], [-9.12271, -4.75160, 23.56557], [-10.19770, -3.56429, 21.80296], [-7.73264, -2.02177, 21.33323], [-6.45360, -1.32746, 21.36482], [-8.80703, -1.36041, 20.59975], [-7.59316, -3.41447, 20.53859], [-6.05730, -7.82889, 19.29980], [-5.74501, -6.40428, 18.82672], [-5.00607, -5.51232, 19.65004], [-6.88463, -5.85605, 18.16303], [-4.65383, -6.78786, 17.70968], [-7.57160, -8.25087, 19.38493], [-8.09372, -8.39200, 18.05651], [-8.52746, -7.67287, 20.30754], [-7.38745, -9.75282, 19.83459]],
  "forces_ev_per_angstrom": [[-0.510, -0.868, 1.440], [-0.195, -0.478, 1.250], [0.653, -1.718, 0.686], [-0.985, 1.369, -1.259], [0.038, -1.504, 1.662], [0.010, 0.702, -1.908], [-0.186, 0.570, -0.177], [0.177, -0.672, -1.033], [-0.555, 1.175, -1.221], [0.215, 0.294, 0.079], [1.373, -0.619, -1.087], [-0.318, -0.464, 2.151], [0.014, 1.345, -0.490], [-1.411, -1.414, 1.043], [-0.148, -0.085, -0.465], [0.192, 0.511, -0.371], [0.396, 0.079, -0.394], [0.377, 2.159, 0.063], [0.145, 0.173, -0.302], [-0.131, -0.853, 0.525], [0.373, -0.330, 0.386], [0.059, -0.056, -0.127], [0.037, -0.232, 0.163], [-0.037, -0.037, -0.511], [-0.014, 0.372, -0.571], [-0.062, 0.534, -0.177], [0.501, -0.047, 0.611], [-0.049, 0.267, 0.180], [0.159, 0.455, 0.211], [-0.759, 0.533, 0.367], [0.225, 1.423, -0.948], [0.571, -0.580, 0.485], [-0.925, -0.396, -0.529], [0.430, -0.556, 1.914], [-0.301, -0.184, -2.029], [0.458, 0.230, 0.851], [-1.197, -0.391, -0.715], [0.312, 0.927, 0.672], [-1.125, -1.245, -0.380], [1.135, 0.603, -0.384], [-0.570, 0.079, 0.565], [2.100, -1.218, 0.678], [0.720, -0.334, 0.044], [-0.351, -0.272, -0.276], [-0.238, -0.247, 0.024], [0.015, -0.915, 1.146], [-0.284, 0.413, -0.943], [0.103, 0.721, -1.003], [0.186, -0.185, 0.843], [0.514, -0.380, -0.168], [0.305, 0.101, 0.478], [0.419, -0.106, 0.128], [-0.450, -0.370, -0.368], [-1.182, 0.402, -0.547], [-0.036, 0.725, 0.024], [-0.489, 0.641, 0.361], [-0.557, 1.916, -0.639], [-0.696, -1.277, 1.279], [0.618, 0.899, 0.102], [-0.196, 0.276, 0.483], [-0.067, 1.274, -1.128], [1.513, -1.062, 0.032], [-1.215, -0.867, 0.148], [0.901, -0.843, 0.750], [-0.276, 1.103, -0.292], [-1.287, -0.680, -0.317], [-1.290, 1.979, -0.901], [0.456, 0.101, 0.778], [1.484, -2.292, 0.413], [1.600, -0.084, 1.728], [0.682, -0.132, 0.111], [-0.233, -0.264, 0.061], [0.046, -0.423, 0.034], [0.604, -0.399, -0.837], [-0.056, 0.566, -0.065], [-0.169, -0.223, 0.710], [-0.284, 0.274, 0.385], [-0.050, -0.427, -0.751], [-0.011, 0.235, -0.178], [-0.168, -0.053, -0.019], [-0.443, 0.796, -0.523], [0.005, 0.135, -0.388], [-0.352, -0.147, -0.096], [-0.430, -0.204, -0.699], [-1.464, -0.343, 0.366], [0.084, 0.179, 1.251], [-0.023, -1.427, -1.381], [0.284, 2.122, -1.422], [0.176, 0.283, 0.330], [-0.625, 1.065, 1.564], [0.648, -1.447, -0.486], [0.666, -2.650, 0.139], [-1.526, 0.878, 0.573], [0.669, 0.193, -1.015], [-1.717, -0.421, -0.074], [0.784, 0.764, 0.505], [0.503, -0.682, -0.469], [-0.729, 1.588, 0.679], [0.158, 0.337, 0.003], [0.285, 0.234, 0.340], [0.556, 0.408, -0.602], [0.007, -0.536, 0.577], [-0.175, 0.319, 0.661], [0.420, 0.760, -1.034], [0.064, -0.520, -0.836], [0.165, -0.110, 0.231], [0.979, -0.126, 0.243], [-0.480, -0.322, 0.219], [-0.468, 0.235, 0.217], [-0.256, -0.124, -0.763], [0.366, -0.267, -0.452], [0.471, -0.139, 0.083], [-0.495, -0.858, 0.687], [0.851, 0.072, 1.151], [-0.829, -0.080, 0.053], [0.745, -0.197, -2.361], [-0.527, 0.939, 0.098], [-0.509, -1.372, -0.206], [0.692, -0.295, -0.903], [-0.356, 0.164, 0.221], [0.195, 0.574, 0.364], [0.095, 1.167, 0.520], [0.716, 0.492, -0.959], [-0.553, 1.425, 2.058], [-1.641, -0.951, -1.090], [1.695, -1.211, -0.139], [2.134, 2.226, -3.016], [-2.652, -1.214, 1.408], [1.518, -2.483, -1.954], [-0.695, 2.226, 0.101], [0.338, 0.549, 1.115], [0.034, 0.425, 0.796], [-2.018, -1.786, 0.205], [1.515, -1.178, 1.751], [0.412, 0.837, 0.330], [-0.172, -1.077, 2.524], [0.361, 0.755, -3.105], [0.324, -0.143, 0.924], [-0.072, 0.709, -0.324], [-0.897, 0.392, 0.686], [-1.544, -1.039, -1.909], [-0.301, -0.126, -0.123], [1.695, -0.135, 0.313], [0.288, 0.719, 0.501]],
  "mulliken_charge": [-0.871, 0.349, -0.790, -0.568, 1.444, -0.083, -0.794, 0.704, -0.653, -0.271, 0.089, -0.293, -0.977, -0.934, 0.214, 0.351, 0.386, 0.555, 0.563, 0.141, 0.341, 0.529, 0.453, 0.417, 0.434, 0.300, 0.368, 0.366, -0.970, 0.081, -0.423, -0.831, 0.607, -0.261, -0.360, 0.721, -0.891, -0.391, 0.203, -0.639, -0.487, -1.180, 0.409, 0.354, 0.317, 0.319, 0.834, 0.438, 0.574, 0.729, 0.589, 0.564, 0.409, 0.201, 0.296, 0.641, -1.011, 0.042, -0.445, -0.555, 0.403, -0.593, -0.016, 0.935, -0.668, -0.531, 0.379, -0.399, -0.855, -0.633, 0.375, 0.327, 0.385, 0.460, 0.529, 0.192, 0.404, 0.493, 0.729, 0.363, 0.855, 0.347, 0.371, -0.019, -0.884, 0.155, -0.268, -1.144, 0.487, -0.372, -0.493, 0.555, -0.712, -0.699, 0.340, -0.699, -0.240, -0.854, 0.328, 0.390, 0.310, 0.423, 0.970, 0.599, 0.445, 0.606, 0.752, 0.378, 0.483, 0.451, 0.170, 0.359, -0.498, 0.579, -0.440, -0.800, 0.280, -0.289, 0.188, -0.685, -0.197, 0.244, 0.941, -0.662, -0.663, -0.724, -0.481, 1.097, -0.651, -0.417, 0.061, 0.767, -0.554, -0.567, 0.007, -0.499, 1.100, -0.606, -0.425, -0.323, 1.329, -0.572, -0.531, -0.332],
  "homo_ha": -0.5062,
  "gap_ev": 7.023,
  "largest_force_ev_per_a": 4.31,
  "total_charge": 3
}